Entry 1:
Molecular formula: C31H23F4Ge
Method: DFT, the ωB97M-V functional and the def2-TZVPD basis

As for the molar mass: 544.13 g mol⁻¹. The energy relative to the best compared isomer or geometry (same formula, charge and spin) is 131.87 kJ/mol. The value obtained for the energy is -99896.3561 eV. Its HOMO energy is -12.28 eV. As for the LUMO energy: -0.2156 hartree. The calculation puts the orbital gap at 6.42 eV.

ORCA input file:
```
! RIJCOSX wB97M-V def2-TZVPD def2/J DEFGRID3
* xyz 1 1
Ge -0.60908 -0.33662 0.68612
F -1.22971 2.60295 -3.65343
F -0.89835 -1.43466 -6.13986
F 5.59368 -1.29855 0.72652
F 4.24165 2.97952 -0.81783
C -0.66275 1.36117 -3.85260
C 0.78285 -2.40030 2.10810
C 0.22926 0.89384 -2.87851
C 0.74944 -2.86872 4.50969
C -2.47626 -0.76759 0.34755
C 3.68982 -1.12993 -0.69664
C 0.73068 2.16440 1.25609
C 5.04126 0.85481 -0.13882
C -2.90008 -0.84705 -1.00219
C 1.17679 -3.14995 3.21504
C -0.54086 1.55552 1.11622
C -1.54381 3.66743 1.79798
C -0.10484 -1.78650 4.65830
C -4.76681 -1.26540 1.00757
C -1.68596 2.31569 1.44220
C -1.04137 0.62923 -4.96845
C -0.30356 4.30462 1.84632
C 0.81064 3.51852 1.57583
C -5.18804 -1.37790 -0.31140
C -0.49010 -0.66880 -5.08004
C 2.74704 -0.32611 -1.39932
C -4.22845 -1.15531 -1.29016
C -0.51642 -0.97805 3.59074
C 3.06182 1.06157 -1.62489
C -3.44046 -0.96806 1.36181
C 1.40319 -0.95463 -1.70892
C 4.78443 -0.52307 -0.06309
C -0.08239 -1.29659 2.28505
C 0.71657 -0.44505 -2.99359
C 0.38985 -1.21141 -4.13723
C 4.15212 1.60579 -0.90470
H -2.45100 4.25320 2.02153
H 3.54167 -2.21945 -0.56776
H 0.65805 -0.87521 -0.61186
H -3.14742 -0.89951 2.42491
H 1.07973 -3.47744 5.38074
H 0.45390 1.50127 -1.98766
H -6.24393 -1.63588 -0.56133
H -2.17888 -0.67435 -1.79748
H -4.52969 -1.24260 -2.34095
H -5.50525 -1.43391 1.81857
H -2.68244 1.84373 1.42621
H 1.63401 1.56785 1.12671
H 2.47511 1.72565 -2.27126
H 1.79913 3.99326 1.60157
H 0.81484 -2.21540 -4.33433
H -1.71458 1.02890 -5.72704
H 1.86092 -3.98630 3.06106
H 5.87867 1.30598 0.40042
H -1.16444 -0.09671 3.76108
H 1.38292 -1.98595 -1.57162
H -0.22399 5.38511 2.08572
H 1.14107 -2.64848 1.11286
H -0.47020 -1.53857 5.68044
*
```

=====

Entry 2:
Molecular formula: C31H23I2N6O5Ti
Method: DFT, the ωB97M-V functional and the def2-TZVPD basis

As for the molar mass: 861.24 g mol⁻¹. The energy relative to the best compared isomer or geometry (same formula, charge and spin) is 116.17 kJ/mol. The value obtained for the energy is -91018.1680 eV. Its HOMO energy (alpha / beta) is -7.40 / -8.30 eV. As for the LUMO energy (alpha / beta): -0.0348 / -0.0499 hartree. The calculation puts the orbital gap (alpha / beta) at 6.46 / 6.95 eV.

ORCA input file:
```
! RIJCOSX wB97M-V def2-TZVPD def2/J DEFGRID3
* xyz 0 2
I -3.71372 1.13551 -1.70215
I -1.32630 2.22272 -6.96367
Ti -0.09103 0.74982 0.76383
O 3.00169 -1.72235 -0.33533
O 1.61529 -0.00671 0.31880
O -1.98717 0.25279 1.36976
O -3.50129 -1.30187 1.94216
O -0.54898 1.21489 -0.87237
N 0.03111 -1.81571 -2.07625
N 0.46085 2.68532 1.22408
N 0.36479 0.81590 2.80621
N 2.20858 0.27830 -2.63985
N -0.18715 -1.37817 1.04363
N 0.89029 1.86325 3.40053
C -2.36407 -0.98349 1.65232
C 0.41802 1.87648 -2.95322
C -1.10640 -2.41549 -1.83631
C -0.78195 -0.27010 4.66810
C -1.24129 -3.30253 1.87132
C 0.25304 -0.27881 3.74734
C 1.81487 1.65716 -2.42625
C -1.00841 1.89307 -4.87263
C 1.30479 -1.17046 3.93674
C 0.92875 -3.49254 0.90568
C 1.24433 4.19901 2.93359
C -2.06197 -2.61324 -2.79745
C 0.35377 3.78587 0.39319
C 1.24033 -2.10370 4.98968
C 0.64937 5.05313 0.80524
C -0.67376 -1.43289 -4.33020
C 0.08775 -2.19438 5.83334
C -1.96954 1.50950 -2.76828
C -1.26399 -1.99219 1.58464
C -0.12972 -4.12543 1.61857
C -1.87038 -2.06238 -4.06464
C 1.94351 -1.27589 0.13634
C 0.27638 -1.34493 -3.25554
C 0.88406 -2.13236 0.69690
C -0.90147 -1.26583 5.63582
C 1.65916 -0.68297 -3.55817
C 1.04004 5.27959 2.13181
C 0.22081 2.07879 -4.32446
C 0.91454 2.92773 2.47748
C -2.13388 1.80176 -4.08624
C -0.69734 1.52364 -2.20885
H -2.07238 -3.67844 2.36617
H 1.67080 -0.22108 -4.60132
H 1.13373 6.28178 2.51208
H 2.59479 -0.16365 -1.84371
H 1.80298 -4.05345 0.57035
H 1.77634 1.81735 -1.34193
H 0.11452 -3.00589 6.57732
H -0.11270 -5.16547 1.89904
H -1.19122 -2.74307 -0.83060
H 1.15589 2.22349 -4.85601
H -3.02259 -3.12097 -2.58688
H -1.47521 0.56559 4.55176
H 0.43262 5.83998 0.05185
H 2.23983 -1.15835 3.35368
H 1.65078 4.33703 3.88656
H -1.80437 -1.29821 6.19465
H 0.03799 3.53837 -0.62014
H -2.59662 -2.22869 -4.83023
H 2.07596 -2.85989 5.07738
H -0.44453 -1.09455 -5.31543
H 2.46801 2.37361 -2.83502
H 2.40382 -1.46528 -3.63898
H -3.08477 1.83999 -4.55585
*
```

=====

Entry 3:
Molecular formula: C31H24BrClN3O7STi
Method: DFT, the ωB97M-V functional and the def2-TZVPD basis

As for the molar mass: 745.84 g mol⁻¹. The energy relative to the best compared isomer or geometry (same formula, charge and spin) is 80.82 kJ/mol. The value obtained for the energy is -167858.6027 eV. Its HOMO energy (alpha / beta) is -7.73 / -7.73 eV. As for the LUMO energy (alpha / beta): -0.0700 / -0.0698 hartree. The calculation puts the orbital gap (alpha / beta) at 5.83 / 5.83 eV.

ORCA input file:
```
! RIJCOSX wB97M-V def2-TZVPD def2/J DEFGRID3
* xyz 0 2
Br -2.31646 -4.97867 -5.05521
Ti 0.08161 0.07301 -0.34995
Cl 3.19025 3.44623 4.18539
S -6.21092 -1.00478 -1.32723
O 0.10607 -1.07954 1.37711
O 1.65151 -2.14798 3.30002
O -5.48931 -2.24222 -1.62081
O -7.30254 -1.15115 -0.38676
O 1.63858 -1.44765 -0.11545
O -6.48679 -0.18354 -2.49147
O -1.49882 -0.39136 -1.28671
N 1.53767 1.68227 -0.41099
N 0.85495 0.00979 -2.37380
N -1.30822 1.32562 1.02350
C -4.39730 -0.65054 0.71094
C 3.49599 1.03349 3.01175
C -3.26302 -0.09859 1.28016
C 1.15602 -1.69866 1.01323
C 4.23499 2.52263 -2.78341
C 1.99732 0.80225 -2.58935
C 1.39958 -0.12772 4.47003
C -1.67694 -1.40910 -2.10441
C 2.84381 0.76050 -3.67372
C 3.13916 -0.28983 2.78538
C -2.67828 1.00259 0.67607
C 2.88845 3.39570 0.57322
C -3.03378 -3.19959 -2.94373
C 2.79245 1.76895 3.94263
C -2.86585 -2.15360 -2.06988
C 3.41796 2.57158 -1.63069
C 0.47603 -0.90799 -3.21600
C 1.82103 2.48708 0.59634
C 1.82464 -2.64563 1.99145
C -4.43886 1.09604 -0.93128
C -4.95061 -0.08859 -0.42864
C -0.68450 -1.71857 -3.06750
C 3.95209 1.62267 -3.77076
C 2.31357 1.70363 -1.53171
C 1.76229 1.19486 4.67548
C -2.03955 -3.52599 -3.87913
C -0.88936 -2.78998 -3.96239
C 2.09533 -0.86088 3.50178
C -3.28693 1.64346 -0.38685
C 3.67872 3.43488 -0.54274
C 0.27282 -0.76382 5.22228
H -1.17525 2.32966 1.12149
H 3.68997 -0.85650 2.04991
H -3.95800 -3.76180 -2.91956
H -4.90100 1.51974 -1.81224
H 1.04655 -1.07056 -4.12967
H -4.82210 -1.56270 1.10881
H -2.81536 2.49927 -0.86022
H 1.33809 -3.62032 1.94115
H 4.31283 1.48239 2.46461
H 3.06572 4.02554 1.43272
H 4.57696 1.56138 -4.65101
H 0.63047 -1.58643 5.84238
H -0.46096 -1.18472 4.53372
H 5.08052 3.19235 -2.85850
H 2.66027 0.07780 -4.49066
H 1.22830 1.79175 5.40279
H -1.10448 0.91734 1.93536
H 4.51849 4.11503 -0.60549
H 2.87303 -2.77135 1.71495
H -0.13873 -3.02216 -4.70734
H 1.19965 2.40692 1.48213
H -2.77372 -0.58712 2.11590
H -3.65528 -1.87968 -1.38188
H -0.22083 -0.03712 5.86448
*
```